No. 1
Molecular formula: C14H44AsF6O8
Method: DFT, the ωB97M-V functional and the def2-TZVPD basis

The geometry in ORCA input format:
```
! RIJCOSX wB97M-V def2-TZVPD def2/J DEFGRID3
* xyz -1 1
As 25.3382 -6.1511 3.8220
F 26.3146 -6.0123 5.2572
F 24.1426 -5.1296 4.5428
F 24.2831 -6.3023 2.4396
F 26.4775 -7.2463 3.0896
F 24.5300 -7.5311 4.5064
F 26.1447 -4.8169 3.1027
C 23.9758 -6.6705 7.8213
C 23.2751 -7.4225 8.9317
C 23.5831 -8.9167 8.8149
O 23.7310 -6.9493 10.2027
H 23.9614 -7.1386 6.8334
H 25.0645 -6.6894 7.9881
H 23.7091 -5.6190 7.7264
H 22.2017 -7.2465 8.9005
H 22.9462 -9.4243 8.0867
H 23.3620 -9.3867 9.7771
H 24.6256 -9.0958 8.5517
H 24.6933 -6.9603 10.1862
C 23.6465 -1.9444 5.0506
C 23.0876 -1.6598 3.6622
C 24.0754 -0.8790 2.8114
O 22.7462 -2.8821 3.0030
H 24.6607 -2.3291 4.9483
H 22.9916 -2.6401 5.5788
H 23.6344 -1.0631 5.7015
H 22.1381 -1.1242 3.7325
H 24.2070 0.1246 3.2335
H 23.7020 -0.7634 1.7948
H 25.0544 -1.3621 2.7997
H 23.5440 -3.4276 3.0133
C 26.0191 -3.6303 7.4281
C 26.4846 -2.4222 8.2050
C 25.9401 -2.4182 9.6251
O 27.9148 -2.2934 8.1950
H 24.9511 -3.5716 7.2255
H 26.3748 -4.5597 7.8864
H 26.4854 -3.7278 6.4412
H 26.1863 -1.5107 7.6813
H 25.8665 -1.4055 10.0234
H 26.5847 -2.9826 10.3027
H 24.9510 -2.8785 9.6491
H 28.2848 -3.1084 8.5532
C 23.6264 -10.9366 3.3119
O 22.3095 -10.4570 3.4957
H 24.0253 -10.6899 2.3189
H 24.3280 -10.4347 3.9906
H 23.6901 -12.0128 3.4387
H 22.2975 -9.5335 3.2264
C 28.6928 -7.4725 0.3662
O 27.3973 -6.9123 0.4561
H 28.9254 -7.5882 -0.6898
H 29.4307 -6.8065 0.8355
H 28.7902 -8.4237 0.8984
H 27.0491 -7.1343 1.3308
C 25.2184 -3.9456 0.0646
O 24.0404 -3.4479 -0.5195
H 25.1237 -5.0094 0.2825
H 26.0565 -3.9492 -0.6500
H 25.5986 -3.4885 0.9822
H 24.2349 -2.5953 -0.9145
C 29.7319 -7.2363 5.5535
O 28.7077 -6.7367 6.3807
H 30.6727 -7.2488 6.1045
H 29.4796 -8.2401 5.1965
H 29.9291 -6.5916 4.6857
H 27.9146 -6.5620 5.8549
C 20.7169 -6.1229 3.0325
O 21.5888 -6.3794 1.9574
H 20.5588 -6.9798 3.7068
H 21.0764 -5.3079 3.6722
H 19.7402 -5.8510 2.6317
H 22.4701 -6.5053 2.3357
*
```

Calculated values
Lowest unoccupied orbital energy, eV: 2.675
Orbital gap, Eh: 0.363

No. 2
Molecular formula: C14H44N3O8
Method: DFT, the ωB97M-V functional and the def2-TZVPD basis

The geometry in ORCA input format:
```
! RIJCOSX wB97M-V def2-TZVPD def2/J DEFGRID3
* xyz 1 1
N -0.4231 0.2141 1.1563
H -0.8536 0.3053 2.0699
H 0.5487 0.4951 1.0290
H -0.9801 0.6961 0.4089
H -0.4802 -0.7916 0.8585
C 4.4588 1.5078 -2.0792
C 3.8962 0.8763 -0.7898
C 4.0268 -0.6458 -0.8703
O 3.1551 -1.1202 -1.8700
C 3.3839 -2.4787 -2.1630
N 4.5389 1.3929 0.4029
H 5.4907 1.1823 -2.2269
H 4.3559 2.5918 -2.0653
H 3.9155 1.0947 -2.9309
H 2.8171 1.0694 -0.8060
H 3.6919 -1.0546 0.0926
H 5.0739 -0.8882 -1.0858
H 2.6768 -2.7412 -2.9479
H 3.2329 -3.1214 -1.2875
H 4.3842 -2.7306 -2.5329
H 5.4526 0.9739 0.5649
H 4.7714 2.3741 0.2854
C -3.3525 -0.1411 -1.8959
C -3.7299 0.5977 -0.6507
C -3.9937 -0.2158 0.6172
O -4.9381 -1.2196 0.3702
C -5.7001 -1.6769 1.4540
N -2.6314 1.5289 -0.2976
H -3.1476 0.5460 -2.7166
H -4.1712 -0.7957 -2.1986
H -2.4489 -0.7435 -1.7558
H -4.6096 1.2163 -0.8519
H -4.3409 0.3988 1.4609
H -3.0527 -0.6462 0.9980
H -5.1803 -2.3876 2.1050
H -6.5168 -2.2826 1.0498
H -6.1861 -0.8260 1.9401
H -2.9276 2.3943 0.1363
H -2.0300 1.7776 -1.0814
C 1.3559 1.6960 3.7311
C 2.3484 1.6375 2.5872
O 2.4422 0.3151 2.0346
O 0.0165 2.0471 3.3216
H 1.6697 2.3724 4.5276
H 1.2733 0.7286 4.2347
H 3.3287 1.9870 2.9000
H 2.0194 2.2842 1.7654
H 3.3823 0.3036 1.7777
H -0.5073 2.2390 4.1039
C -1.4983 -2.9297 3.1801
C -0.4769 -3.1450 2.0921
O -0.8112 -2.4956 0.8631
O -1.2420 -1.6345 3.7518
H -1.4241 -3.6644 3.9807
H -2.4924 -2.8817 2.7257
H -0.1419 -4.1584 1.8699
H 0.4324 -2.6643 2.4714
H -1.4839 -3.0204 0.4129
H -2.0402 -1.2935 4.1635
C -0.0849 0.9609 -3.3270
C -0.6909 2.0087 -4.2751
O -0.5206 1.5447 -5.6143
O -0.2505 1.3269 -1.9595
H 0.9737 0.8523 -3.5733
H -0.6512 0.0523 -3.5234
H -0.3282 3.0078 -4.0128
H -1.7720 1.8772 -4.1298
H -1.2962 1.7967 -6.1169
H 0.2933 2.1232 -1.8589
*
```

Calculated values
Lowest unoccupied orbital energy, eV: -1.956
Orbital gap, Eh: 0.376

no.,E_tot (a.u.)
1,-3996.83957
2,-1325.70280